Entry 1:
A molecular structure, C17H17BrCl37N2O2, computed with the ωB97M-V functional and the def2-TZVPD basis.

Each line ends with the Mulliken charge.
Positions of all 76 atoms, in Å:
O 6.696 -3.370 0.157  -0.498
C 6.799 -2.183 0.080  0.634
O 7.963 -1.557 0.362  -0.476
C 5.666 -1.263 -0.325  -0.638
C 4.320 -1.879 -0.151  0.071
C 3.909 -3.159 -0.040  -0.402
N 2.524 -3.113 0.075  -0.075
Br 1.458 -4.595 0.264  0.144
C 2.114 -1.859 0.033  -0.263
Cl 0.532 -1.342 0.092  0.233
N 3.188 -1.084 -0.096  0.224
H 8.054 -0.773 -0.198  0.333
H 5.806 -0.997 -1.376  0.333
H 5.723 -0.325 0.223  0.461
H 4.525 -4.035 -0.034  0.655
H 3.167 -0.076 -0.152  0.208
C -3.328 -2.825 -0.455  -0.015
Cl -2.828 -1.121 -0.530  -0.102
Cl -4.514 -3.164 -1.698  -0.041
Cl -1.934 -3.898 -0.610  -0.008
H -3.774 -2.999 0.516  0.213
C 0.591 -6.643 -3.915  -0.127
Cl -1.121 -6.424 -4.241  -0.087
Cl 1.583 -5.778 -5.083  -0.106
Cl 0.980 -6.093 -2.266  -0.058
H 0.824 -7.697 -3.984  0.368
C -5.740 -0.553 -4.586  -0.052
Cl -7.225 0.383 -4.636  -0.101
Cl -4.813 -0.129 -3.144  -0.039
Cl -6.094 -2.286 -4.618  -0.127
H -5.142 -0.315 -5.455  0.321
C -1.664 -1.008 2.899  0.869
Cl -3.391 -1.336 2.817  -0.090
Cl -1.345 0.560 3.633  -0.062
Cl -0.780 -2.291 3.726  -0.078
H -1.303 -0.974 1.882  -0.654
C -0.421 -1.282 -4.203  -0.221
Cl -2.100 -1.675 -4.548  -0.022
Cl -0.323 0.279 -3.373  -0.104
Cl 0.360 -2.563 -3.266  0.006
H 0.112 -1.196 -5.140  0.369
C 3.549 2.497 -3.797  -0.011
Cl 2.501 1.545 -4.837  -0.092
Cl 2.865 2.611 -2.162  -0.115
Cl 5.178 1.830 -3.761  -0.098
H 3.601 3.503 -4.191  0.310
C -9.144 2.159 -1.115  -0.067
Cl -10.442 1.443 -2.070  -0.122
Cl -9.481 2.015 0.613  -0.108
Cl -7.596 1.419 -1.518  -0.029
H -9.089 3.211 -1.359  0.325
C 3.080 -2.107 5.849  -0.013
Cl 1.961 -0.898 5.226  -0.073
Cl 2.412 -3.729 5.654  -0.117
Cl 4.651 -1.980 5.054  -0.122
H 3.223 -1.926 6.905  0.329
C 6.728 5.371 -1.561  0.046
Cl 5.186 5.599 -2.390  -0.118
Cl 7.237 3.674 -1.618  -0.106
Cl 7.965 6.409 -2.245  -0.104
H 6.590 5.641 -0.523  0.288
C -1.887 4.836 2.963  0.160
Cl -1.654 3.884 1.491  -0.087
Cl -3.601 5.050 3.303  -0.122
Cl -1.058 4.093 4.328  -0.091
H -1.449 5.812 2.802  0.154
C 1.500 7.105 5.618  0.046
Cl 0.262 7.620 4.466  -0.121
Cl 1.834 5.379 5.475  -0.107
Cl 2.971 8.048 5.403  -0.119
H 1.123 7.291 6.614  0.298
C -7.695 -0.937 2.472  0.029
Cl -8.357 -2.105 3.610  -0.120
Cl -7.399 0.613 3.251  -0.115
Cl -6.205 -1.553 1.738  -0.019
H -8.416 -0.786 1.679  0.216

Force components x, y, z for each atom (eV/Å):
-0.093 0.143 0.215
0.386 -0.178 0.021
-0.149 -0.186 -0.488
-0.160 0.104 -0.141
0.227 0.251 0.001
0.095 0.345 -0.028
0.333 -0.763 0.012
0.096 0.399 0.628
-0.327 0.376 0.016
-0.062 0.082 -0.035
0.062 -0.082 -0.066
0.054 0.173 0.347
0.041 -0.029 -0.132
0.008 0.036 0.174
-0.249 -0.308 0.049
-0.106 0.070 -0.073
-0.143 0.000 -0.116
0.122 -0.059 -0.053
0.022 -0.135 0.112
0.034 0.001 0.019
0.023 0.058 0.041
-0.109 0.043 -0.016
0.021 0.008 0.014
0.019 -0.019 -0.006
-0.054 -0.250 -0.605
0.017 -0.011 0.041
-0.136 0.035 0.155
-0.023 -0.060 -0.344
-0.030 0.158 -0.043
0.059 0.030 -0.074
-0.007 -0.001 -0.018
-0.032 -0.007 -0.007
0.249 0.026 0.324
0.008 0.021 0.007
-0.100 -0.121 -0.065
-0.039 0.034 -0.032
-0.163 0.150 -0.023
0.167 -0.189 0.008
-0.020 -0.135 0.106
0.017 -0.038 -0.009
0.012 0.010 -0.008
-0.064 -0.064 0.032
0.096 0.055 -0.086
0.046 -0.065 0.029
-0.056 -0.047 -0.005
0.049 0.017 0.004
-0.031 -0.072 0.021
0.005 0.013 -0.004
-0.002 0.012 -0.018
0.010 0.067 0.228
-0.002 0.019 0.013
-0.047 -0.025 -0.075
0.098 0.100 0.047
0.004 0.000 -0.001
0.027 0.002 -0.009
0.013 -0.001 0.015
0.105 -0.003 -0.046
-0.037 -0.030 0.007
-0.010 0.083 0.087
0.009 0.014 0.001
-0.020 -0.014 0.015
-0.084 -0.056 0.007
0.022 0.013 -0.015
0.023 0.003 -0.005
-0.116 -0.074 -0.035
0.027 0.010 -0.008
0.062 0.007 -0.021
-0.018 -0.023 0.002
0.118 0.079 0.047
0.002 0.002 0.010
-0.023 -0.001 0.008
-0.031 0.025 0.064
0.003 0.003 -0.019
0.023 -0.021 0.018
-0.273 -0.031 -0.178
0.006 0.022 -0.040

The calculation puts the HOMO-LUMO gap at 8.593 eV. Its total charge is +1. As for the spin multiplicity: 1. The strongest force on any atom is 0.83 eV/Å. Its HOMO energy is -0.4496 hartree. The calculation puts the LUMO energy at -0.134 hartree. The value obtained for the calculated total energy is -20518.7861 Ha.

---

Entry 2:
2 unconnected molecules or ions with the total composition C17H17F2O at a distorted geometry, computed with the ωB97M-V functional and the def2-TZVPD basis.

Each line ends with the Mulliken charge.
Positions of all 37 atoms, in Å:
F -3.301 3.607 -0.952  -0.281
C -3.265 2.253 -0.962  -0.019
C -4.438 1.517 -0.976  -0.323
C -4.398 0.137 -0.973  -0.786
C -3.189 -0.520 -0.960  -0.350
C -1.981 0.200 -0.950  1.052
C -0.728 -0.483 -0.933  -0.692
C 0.493 0.152 -1.002  -0.031
C 1.709 -0.489 -0.926  -0.413
C 2.977 0.168 -0.960  0.931
C 3.075 1.566 -0.966  -0.530
C 4.296 2.198 -0.981  0.025
F 4.360 3.550 -0.975  -0.276
C 5.459 1.442 -0.995  -0.333
C 5.395 0.062 -0.991  -0.672
C 4.174 -0.572 -0.974  -0.445
C -2.054 1.601 -0.948  -0.530
H -5.373 2.046 -0.983  0.469
H -5.317 -0.426 -0.984  0.425
H -3.158 -1.596 -0.962  0.446
H -0.736 -1.555 -0.849  0.410
H 0.494 1.213 -1.154  0.159
H 1.700 -1.558 -0.824  0.414
H 2.193 2.177 -0.935  0.506
H 6.406 1.954 -1.006  0.461
H 6.306 -0.517 -1.007  0.414
H 4.129 -1.647 -0.970  0.415
H -1.164 2.201 -0.922  0.513
C -1.620 -2.820 3.726  -1.240
C -1.774 -1.796 2.617  0.148
O -0.632 -0.976 2.479  -0.519
H -2.515 -3.434 3.836  0.354
H -0.781 -3.490 3.532  0.323
H -1.429 -2.334 4.684  0.315
H -1.962 -2.292 1.654  0.150
H -2.634 -1.139 2.808  0.245
H -0.715 -0.401 1.683  0.266

Force components x, y, z for each atom (eV/Å):
-0.008 -1.043 -0.017
0.351 0.113 0.032
-0.256 0.524 0.005
0.003 -0.143 -0.023
0.355 -0.287 0.033
-0.501 0.081 -0.016
0.210 0.280 -0.020
-0.144 0.218 -0.127
0.180 0.193 0.010
0.361 -0.058 -0.012
-0.142 0.728 0.017
-0.241 0.076 0.014
-0.040 -1.037 -0.012
0.185 0.586 -0.010
0.021 -0.191 -0.052
-0.371 -0.272 0.061
0.148 0.615 -0.006
-0.271 0.099 -0.002
-0.103 -0.032 -0.001
-0.008 -0.212 0.012
-0.097 -0.414 0.044
0.020 0.283 0.037
0.119 -0.468 0.033
-0.171 0.245 0.000
0.222 0.084 0.004
0.024 -0.002 0.012
-0.015 -0.238 0.011
0.183 0.229 0.010
0.418 0.177 0.027
-0.889 0.126 -0.434
0.861 0.622 -0.641
-0.038 0.143 -0.147
-0.006 0.039 -0.074
-0.038 0.069 -0.055
-0.107 -0.206 0.120
-0.080 -0.257 0.103
-0.133 -0.669 1.065

The calculation puts the HOMO-LUMO gap at 6.476 eV. Its total charge is +1. As for the spin multiplicity: 1. The strongest force on any atom is 1.26 eV/Å. For the energy above the lowest of the compared OMol25 structures with the same formula, charge and spin, the calculation gives 0.0 kJ/mol. Its HOMO energy is -0.4676 hartree. The calculation puts the LUMO energy at -0.230 hartree. The value obtained for the calculated total energy is -932.6671 Ha.

---

Entry 3:
2 unconnected molecules or ions with the total composition C17H17F3NO6S at a distorted geometry, computed with the ωB97M-V functional and the def2-TZVPD basis.

Each line ends with the Mulliken charge.
Positions of all 45 atoms, in Å:
C -5.114 0.215 1.286  -1.239
C -3.718 -0.276 0.999  -0.119
O -2.852 0.877 0.956  -0.252
C -1.546 0.522 0.824  0.876
C -0.725 1.722 0.964  0.397
C -1.325 3.038 0.766  -1.467
C 0.720 1.646 0.934  0.111
O 1.468 2.630 0.919  -0.800
O 1.164 0.380 0.941  -0.174
C 2.576 0.317 1.237  -0.069
C 2.983 -1.104 0.999  -1.088
O -1.206 -0.632 0.596  -0.721
H -5.792 -0.630 1.424  0.389
H -5.147 0.825 2.193  0.295
H -5.487 0.815 0.449  0.299
H -3.348 -0.953 1.783  0.224
H -3.671 -0.795 0.030  0.259
H -0.498 3.725 0.565  0.379
H -2.015 3.032 -0.088  0.296
H -1.857 3.383 1.663  0.158
H 3.122 1.023 0.594  0.291
H 2.709 0.606 2.291  0.141
H 4.021 -1.250 1.292  0.398
H 2.357 -1.779 1.584  0.123
H 2.889 -1.351 -0.061  0.361
F -0.892 -3.012 4.013  -0.216
C 0.239 -2.730 4.714  0.683
F 0.321 -3.589 5.764  -0.235
F 1.317 -2.947 3.893  -0.231
S 0.222 -1.025 5.281  -0.043
N 1.671 -1.201 6.263  -0.052
C 2.910 -0.784 5.738  0.381
O 3.094 -0.269 4.643  -0.572
C 3.876 -1.118 6.815  0.283
C 3.209 -1.663 7.904  0.044
C 3.912 -2.086 9.024  -0.433
C 5.302 -1.928 9.030  -0.406
C 5.969 -1.373 7.925  -0.467
C 5.251 -0.975 6.798  -0.323
C 1.744 -1.708 7.605  0.433
O 0.815 -2.068 8.301  -0.607
H 3.382 -2.529 9.867  0.456
H 5.886 -2.238 9.897  0.376
H 7.052 -1.256 7.945  0.383
H 5.725 -0.558 5.911  0.476

Force components x, y, z for each atom (eV/Å):
-0.232 0.136 -0.041
0.377 0.430 -0.092
-1.712 -1.084 0.093
2.609 1.938 -0.012
0.996 -2.459 -0.455
-0.300 0.967 0.126
-2.732 0.912 -0.083
0.491 -0.258 0.066
2.024 -0.293 0.254
-0.569 0.194 -0.039
0.172 -0.298 -0.044
-0.645 -0.443 0.229
-0.018 -0.041 -0.027
0.065 -0.037 -0.101
0.030 -0.008 0.150
-0.165 0.053 -0.279
0.009 -0.015 0.349
-0.251 0.159 0.013
-0.083 0.256 0.157
-0.195 0.268 -0.188
-0.123 -0.207 0.276
0.136 -0.015 -0.331
0.160 -0.061 0.047
0.013 -0.028 -0.080
-0.075 -0.074 0.069
1.164 0.366 0.772
0.099 -0.711 -0.896
0.056 0.271 -0.959
-1.114 -0.210 0.959
0.881 -0.025 1.070
-1.704 0.171 -0.695
0.186 0.674 -1.559
-0.239 -1.056 2.224
0.504 -0.028 0.079
0.309 -0.070 0.152
-0.095 -0.006 0.092
0.056 0.149 -0.304
-0.286 -0.124 0.191
0.063 0.122 -0.121
-0.955 -0.102 0.147
1.394 0.551 -1.097
0.170 0.134 -0.198
-0.204 0.046 -0.190
-0.255 -0.064 0.018
-0.011 -0.077 0.256

The calculation puts the HOMO-LUMO gap at 3.560 eV. Its total charge is -1. As for the spin multiplicity: 1. The strongest force on any atom is 3.25 eV/Å. For the energy above the lowest of the compared OMol25 structures with the same formula, charge and spin, the calculation gives 0.0 kJ/mol. Its HOMO energy is -0.0947 hartree. The calculation puts the LUMO energy at 0.036 hartree. The value obtained for the calculated total energy is -1862.0621 Ha.

---

Entry 4:
A molecular structure, C17H17F5NO5ScTe at a distorted geometry, computed with the ωB97M-V functional and the def2-TZVPD basis.

Each line ends with the Mulliken charge.
Positions of all 47 atoms, in Å:
Sc -0.451 -0.460 0.491  0.361
O 2.271 -3.430 0.662  -0.644
C 1.621 -2.437 0.843  0.085
O 0.419 -2.172 0.363  -0.348
C 2.155 -1.281 1.665  0.811
C 3.114 -1.407 2.645  -0.773
C 3.453 -0.268 3.367  -0.345
C 2.816 0.938 3.101  -0.981
C 1.842 0.951 2.125  1.077
N 1.545 -0.126 1.415  0.603
C 0.960 2.130 1.823  0.108
O 1.295 3.264 1.960  -0.575
O -0.245 1.741 1.298  -0.422
H 3.564 -2.372 2.830  0.529
H 4.192 -0.326 4.155  0.445
H 3.025 1.842 3.656  0.543
C -2.453 -2.275 -1.169  -1.317
C -2.332 -1.370 -2.402  0.168
C -2.100 -2.217 -3.654  -1.542
C -1.249 -0.322 -2.229  0.802
C -1.558 1.039 -2.206  -0.590
C -0.584 1.998 -2.005  -0.658
C 0.752 1.644 -1.815  1.056
C 1.808 2.691 -1.597  -1.505
C 1.075 0.291 -1.861  -0.462
C 0.093 -0.678 -2.088  -0.583
H -3.339 -2.906 -1.245  0.526
H -2.578 -1.709 -0.239  0.209
H -1.586 -2.930 -1.078  0.235
H -3.276 -0.833 -2.521  0.483
H -1.178 -2.796 -3.568  0.312
H -2.030 -1.594 -4.547  0.396
H -2.921 -2.923 -3.792  0.431
H -2.591 1.344 -2.320  0.387
H -0.865 3.044 -1.974  0.428
H 2.787 2.334 -1.919  0.396
H 1.881 2.973 -0.545  0.149
H 1.571 3.599 -2.151  0.445
H 2.113 -0.016 -1.798  0.385
H 0.394 -1.712 -2.202  0.232
F -2.119 0.540 0.448  -0.517
Te -1.721 1.022 2.672  1.862
F -0.376 1.720 3.778  -0.445
F -2.389 0.716 4.374  -0.358
F -2.303 2.742 2.499  -0.332
F -3.497 0.628 2.322  -0.384
O -1.001 -0.630 2.432  -0.685

Force components x, y, z for each atom (eV/Å):
0.570 1.088 -0.662
-0.035 -0.171 0.041
-0.192 0.114 -0.169
0.917 -1.328 0.103
-0.069 -0.154 -0.119
0.239 0.156 0.038
-0.002 0.008 0.029
0.121 0.010 0.078
-0.057 0.173 -0.156
0.054 -0.365 0.174
-0.370 -0.086 -0.157
0.065 0.146 -0.026
0.357 -0.437 0.133
0.000 0.013 -0.010
0.001 0.006 -0.014
0.006 -0.022 0.002
0.055 -0.020 -0.068
-0.017 -0.025 0.007
-0.003 0.005 -0.034
-0.003 -0.104 -0.107
-0.055 0.053 0.008
-0.005 0.040 0.022
0.043 0.051 0.006
-0.014 -0.022 0.005
-0.008 -0.065 -0.171
0.072 -0.001 -0.320
0.020 -0.020 -0.018
-0.097 0.037 -0.050
0.025 -0.002 0.029
-0.011 0.033 0.011
-0.026 0.018 -0.006
0.000 -0.014 0.018
0.015 0.010 0.003
0.004 -0.001 0.033
0.006 -0.012 -0.003
-0.013 0.005 0.007
-0.020 -0.004 -0.007
0.010 -0.012 -0.010
-0.004 -0.008 0.103
-0.025 -0.032 0.148
-0.584 0.370 -0.087
-0.700 0.347 0.937
0.512 0.017 0.138
-0.094 -0.077 0.384
-0.135 0.567 -0.095
-0.504 -0.254 -0.242
-0.050 -0.031 0.074

The calculation puts the HOMO-LUMO gap at 8.818 eV. As for the spin multiplicity: 1. The strongest force on any atom is 1.62 eV/Å. For the energy above the lowest of the compared OMol25 structures with the same formula, charge and spin, the calculation gives 175.5 kJ/mol. Its HOMO energy is -0.3679 hartree. The calculation puts the LUMO energy at -0.044 hartree. The value obtained for the calculated total energy is -2617.2595 Ha.